14
Properties=species:S:1:pos:R:3:mulliken_charge:R:1 method="wB97M-V/def2-TZVPD" multiplicity=1 relative_energy_kcal_mol=83.1 homo_lumo_gap_ev=8.0 energy_ev=-13802.035
N 0.002 -1.322 -0.086 -0.036
C 0.984 -0.410 -0.027 0.583
O 2.976 0.500 0.027 -0.344
H -3.133 -0.632 0.154 0.328
H 2.430 1.225 0.325 0.333
C -0.929 0.722 0.002 0.237
N 2.213 -0.679 0.061 -0.538
N -1.839 1.772 0.002 -0.527
H 0.170 -2.328 -0.114 0.236
H -1.831 2.404 0.857 0.258
C -1.214 -0.619 0.084 0.244
H -1.876 2.288 -0.823 0.245
O 0.497 0.823 -0.129 -0.476
O -2.402 -1.262 0.028 -0.544

14
Properties=species:S:1:pos:R:3:mulliken_charge:R:1 method="wB97M-V/def2-TZVPD" multiplicity=1 relative_energy_kcal_mol=185.1 homo_lumo_gap_ev="8.5 / 7.5" energy_ev=-13797.610
N -0.214 -0.666 1.074 0.979
O -0.804 1.681 1.152 -0.184
O -0.601 -0.885 2.167 -0.640
H 1.535 -2.255 -3.217 0.233
N 0.384 0.551 -3.046 -0.471
H 1.299 -1.822 -1.504 0.287
C -1.260 1.783 2.364 -0.199
H -0.903 1.100 3.207 0.254
H -0.080 0.557 -0.510 0.168
N 1.359 -1.607 -2.427 -0.380
C 0.819 -0.442 -2.656 0.443
H -1.667 2.846 2.565 0.261
O 0.336 -1.484 0.277 -0.713
C -0.202 0.642 0.554 -0.040

19
Properties=species:S:1:pos:R:3:mulliken_charge:R:1 method="wB97M-V/def2-TZVPD" total_charge=-2 multiplicity=1 relative_energy_kcal_mol=0.0 homo_lumo_gap_ev=7.7 energy_ev=-41615.883 smiles="O=S(=O)([O-])N1CCC=NN1S(=O)(=O)[O-]"
N 0.542 1.094 -2.125 0.013
O 2.462 0.282 -3.561 -0.708
C -0.394 -0.709 -0.010 -0.414
H -0.471 -2.071 -1.794 0.345
O -2.267 1.370 -1.238 -0.748
O -1.184 3.367 -2.059 -0.718
C 0.421 0.592 0.241 -0.768
H -0.146 1.208 1.064 0.315
O 2.889 2.236 -2.281 -0.730
S 2.318 0.913 -2.265 1.176
H -1.466 -0.299 -0.083 0.220
H 1.457 0.352 0.621 0.265
C -0.082 -1.100 -1.426 -0.080
N 0.315 1.506 -0.879 0.218
N 0.240 -0.273 -2.338 -0.570
O -1.363 2.963 0.353 -0.738
H -0.317 -1.479 0.767 0.400
S -1.193 2.374 -0.960 1.203
O 2.870 0.121 -1.175 -0.682

18
Properties=species:S:1:pos:R:3:mulliken_charge:R:1 method="wB97M-V/def2-TZVPD" multiplicity=1 relative_energy_kcal_mol=27.0 homo_lumo_gap_ev=6.9 energy_ev=-21982.289 smiles="O=[N+]([O-])C([N+](=O)[O-])=[N+]([O-])O.C=CO"
O 1.500 2.977 1.642 -0.540
O 2.907 -0.551 0.558 -0.718
H 0.289 -1.319 0.165 0.279
H -2.129 0.604 -0.477 0.363
N 2.103 1.621 -0.967 0.865
N 2.087 0.294 1.023 0.987
H 0.261 -0.558 -1.319 0.578
C -1.343 -0.007 -0.058 0.263
H 3.416 0.102 -0.845 0.460
O 1.767 0.267 2.235 -0.541
O 3.122 0.853 -1.494 -0.470
N 0.841 2.320 0.895 0.992
C -0.123 -0.516 -0.421 -1.211
C 1.593 1.263 0.166 -0.035
O 1.758 2.576 -1.594 -0.613
O -1.808 -0.480 1.114 -0.505
H -2.696 0.027 1.391 0.378
O -0.321 2.482 0.680 -0.532

13
Properties=species:S:1:pos:R:3:mulliken_charge:R:1 method="wB97M-V/def2-TZVPD" multiplicity=1 relative_energy_kcal_mol=9.9 homo_lumo_gap_ev=8.2 energy_ev=-20545.232 smiles=Nc1nc(O)[nH]c1S
O 2.779 0.670 0.362 -0.468
C 1.475 0.356 0.240 0.334
H -2.298 -1.151 1.097 0.251
S -1.706 -0.447 -1.834 -0.294
H -2.295 0.757 -1.912 0.128
C -0.499 -0.258 0.729 0.861
H 1.189 0.296 -1.875 0.217
C -0.483 -0.138 -0.639 -0.417
N 0.826 0.295 -0.937 -0.044
H 3.082 1.076 -0.461 0.320
N 0.732 0.046 1.268 -0.662
H -1.245 -0.931 2.408 0.283
N -1.556 -0.571 1.553 -0.510

13
Properties=species:S:1:pos:R:3:mulliken_charge:R:1 method="wB97M-V/def2-TZVPD" multiplicity=1 relative_energy_kcal_mol=139.0 homo_lumo_gap_ev=7.3 energy_ev=-20539.634
C -1.704 0.220 0.729 -0.224
N 1.780 0.468 -0.354 -0.648
N -1.082 0.398 1.801 -0.540
H -2.761 0.222 0.759 0.464
O 1.798 0.240 -1.682 -0.333
H -0.931 0.843 -1.217 0.267
H 0.292 -2.475 -0.378 0.155
C -0.816 0.053 -0.418 0.253
N 0.339 0.473 1.513 0.020
S -1.178 -1.569 -1.253 -0.184
H 0.977 0.811 2.157 0.228
C 0.549 0.431 0.162 0.169
H 2.736 -0.115 -1.818 0.374

12
Properties=species:S:1:pos:R:3:mulliken_charge:R:1 method="wB97M-V/def2-TZVPD" multiplicity=1 relative_energy_kcal_mol=50.4 homo_lumo_gap_ev=8.7 energy_ev=-18495.711
N 0.919 2.102 0.042 -0.613
S 2.845 -0.471 -0.128 -0.304
N -2.349 -0.463 -0.091 -0.640
C 0.043 1.225 -0.070 0.190
N 0.114 -0.166 0.004 -0.038
H 1.082 -2.014 0.568 0.183
H 1.859 1.754 0.112 0.177
C 1.297 -0.919 0.109 -0.015
H -1.009 1.358 -0.211 0.232
C -1.144 -0.906 -0.052 0.253
H -2.710 0.468 -0.128 0.284
H -0.946 -1.969 -0.155 0.291

12
Properties=species:S:1:pos:R:3:mulliken_charge:R:1 method="wB97M-V/def2-TZVPD" multiplicity=1 relative_energy_kcal_mol=63.8 homo_lumo_gap_ev="7.5 / 7.5" energy_ev=-18495.133 smiles=Cn1cn[n+]([S-])c1
H -0.294 1.918 -1.158 0.373
C -1.733 -0.262 0.190 -0.750
N -0.296 0.036 0.059 0.075
H 0.877 -1.532 1.068 0.359
C 0.779 -0.794 0.344 -0.176
S 3.447 -0.520 0.162 -0.383
N 1.886 -0.089 0.077 0.336
H -2.194 -0.523 -0.922 0.264
N 1.566 1.092 -0.571 -0.600
H -2.242 0.668 0.496 0.301
H -2.034 -1.114 0.846 0.305
C 0.240 1.120 -0.592 -0.105

12
Properties=species:S:1:pos:R:3:mulliken_charge:R:1 method="wB97M-V/def2-TZVPD" multiplicity=1 relative_energy_kcal_mol=55.2 homo_lumo_gap_ev=10.0 energy_ev=-18495.506 smiles=CSn1cncn1
H -1.996 1.777 0.179 0.272
C -2.250 0.722 0.612 -0.731
C 2.046 0.779 -0.164 -0.044
H 0.851 -2.182 0.416 0.248
C 1.133 -1.008 0.384 0.085
H 2.998 1.500 -0.188 0.309
N 0.742 1.079 -0.382 -0.520
H -3.405 0.378 0.536 0.276
H -1.864 0.743 1.638 0.272
N 2.267 -0.490 0.286 -0.491
S -1.501 -0.536 -0.439 0.008
N 0.114 -0.102 0.016 0.318

12
Properties=species:S:1:pos:R:3:mulliken_charge:R:1 method="wB97M-V/def2-TZVPD" multiplicity=1 relative_energy_kcal_mol=134.8 homo_lumo_gap_ev="8.3 / 8.3" energy_ev=-18492.053
H 3.316 -0.336 -0.754 0.251
H 0.075 -1.816 1.362 0.333
N -0.758 1.484 -0.722 -0.266
N 0.459 1.392 -0.824 -0.163
C -1.643 0.582 -0.340 -0.094
H -2.736 0.953 -0.318 0.321
C -0.078 -0.727 1.104 -1.073
H 0.023 0.247 1.662 0.442
N 2.413 -0.121 -1.195 -0.481
H -1.534 -1.548 -0.069 0.320
S 1.538 0.498 -0.073 0.358
C -1.076 -0.607 0.165 0.052

12
Properties=species:S:1:pos:R:3:mulliken_charge:R:1 method="wB97M-V/def2-TZVPD" s2=2.02 multiplicity=3 relative_energy_kcal_mol=47.4 homo_lumo_gap_ev="6.0 / 7.1" energy_ev=-18490.656
H 2.574 1.644 0.465 0.460
C 0.638 -1.284 0.489 0.393
H -1.962 0.570 0.299 0.251
H -2.053 -0.223 -1.338 0.207
C -1.525 0.583 -0.753 -0.614
N -0.112 0.415 -0.611 -0.004
H -1.570 1.595 -1.248 0.324
S 2.071 -0.608 0.868 -0.207
N 0.705 1.290 -0.275 -0.454
N -0.240 -2.064 0.724 -0.436
C 1.771 1.103 0.297 -0.143
H -0.296 -3.022 1.083 0.221

13
Properties=species:S:1:pos:R:3:mulliken_charge:R:1 method="wB97M-V/def2-TZVPD" multiplicity=1 relative_energy_kcal_mol=43.4 homo_lumo_gap_ev=7.8 energy_ev=-29330.822
H 0.311 1.411 1.421 0.290
S 1.306 -1.760 -1.977 -0.188
C -2.559 1.336 -0.583 -0.315
N -0.636 0.145 -0.646 -0.260
H 3.041 -2.551 0.065 0.169
H -2.830 0.776 -1.448 0.324
N 0.696 0.468 1.266 -0.416
S 2.080 -2.071 0.884 -0.223
C 0.396 -0.113 0.063 0.380
H 1.561 0.239 1.659 0.181
C 1.267 -1.233 -0.429 0.221
N -1.380 1.239 -0.104 -0.399
H -3.254 2.115 -0.172 0.236

13
Properties=species:S:1:pos:R:3:mulliken_charge:R:1 method="wB97M-V/def2-TZVPD" multiplicity=1 relative_energy_kcal_mol=0.0 homo_lumo_gap_ev=8.0 energy_ev=-29332.706
H 0.258 0.030 -2.110 0.295
C -0.928 1.108 0.783 0.368
N -0.552 2.292 1.307 -0.368
H -0.866 2.566 2.223 0.217
N -0.591 1.021 -0.535 -0.510
H 1.252 -3.004 -0.080 0.305
H -0.206 3.002 0.672 0.254
N 0.425 -1.124 -0.357 -0.056
H 0.161 -1.176 0.608 0.124
C 1.101 -2.237 -0.843 -0.107
S -1.723 0.013 1.760 -0.426
S 1.654 -2.490 -2.391 -0.271
C 0.016 -0.002 -1.036 0.177

12
Properties=species:S:1:pos:R:3:mulliken_charge:R:1 method="wB97M-V/def2-TZVPD" multiplicity=1 relative_energy_kcal_mol=0.0 homo_lumo_gap_ev=9.4 energy_ev=-73007.615 smiles=Cc1n[nH]c([SeH])n1
C -0.731 0.132 -0.284 0.650
H 3.359 -0.749 0.812 0.076
H -2.467 0.760 0.490 0.310
Se 3.200 -0.026 -0.356 -0.056
N 0.776 -0.768 0.815 0.195
N 0.414 0.349 -0.964 -0.614
N -0.546 -0.509 0.840 -0.692
H -2.041 1.649 -0.907 0.301
H -2.630 -0.019 -1.134 0.215
C 1.356 -0.221 -0.280 0.303
H 1.386 -1.286 1.476 0.182
C -2.077 0.689 -0.507 -0.870

14
Properties=species:S:1:pos:R:3:mulliken_charge:R:1 method="wB97M-V/def2-TZVPD" total_charge=+1 multiplicity=1 relative_energy_kcal_mol=108.6 homo_lumo_gap_ev=10.4 energy_ev=-13235.183 smiles="Cc1[nH+]cnn1[N+](=O)[O-]"
N 0.835 -0.171 0.137 0.365
H -1.967 1.483 1.048 0.340
H -0.340 2.054 0.409 0.286
H -1.557 1.787 -0.835 0.305
O 2.111 1.770 -0.211 -0.466
N 1.015 -1.466 0.057 -0.728
N 2.263 0.636 -0.200 1.242
N -1.109 -1.092 -0.086 -0.123
C -1.166 1.420 0.159 -0.903
C -0.129 -2.027 -0.079 -0.066
H -0.290 -3.155 -0.172 0.382
H -2.189 -1.262 -0.041 0.320
C -0.528 0.181 0.039 0.418
O 3.051 -0.157 -0.224 -0.373

10
Properties=species:S:1:pos:R:3:mulliken_charge:R:1 method="wB97M-V/def2-TZVPD" multiplicity=1 relative_energy_kcal_mol=84.0 homo_lumo_gap_ev=10.7 energy_ev=-6725.931
H -0.618 -1.547 0.308 0.330
H -1.901 0.553 0.898 0.289
N 0.307 0.314 0.909 -0.337
C -0.419 -0.566 -0.092 -0.510
H -0.403 -0.448 -1.170 0.242
C 1.379 -0.131 -0.088 0.148
O 2.133 -1.045 0.149 -0.542
H 1.502 0.557 -0.946 0.396
C -0.965 0.739 0.370 -0.275
H -1.013 1.573 -0.340 0.261

10
Properties=species:S:1:pos:R:3:mulliken_charge:R:1 method="wB97M-V/def2-TZVPD" multiplicity=1 relative_energy_kcal_mol=146.2 homo_lumo_gap_ev=8.6 energy_ev=-6723.234
C -0.633 -0.269 0.032 -0.036
H -0.469 -1.374 0.086 0.205
C -1.853 0.292 -0.208 -0.583
C 0.702 0.438 -0.121 0.465
H 2.693 0.044 0.437 0.341
N 1.760 -0.370 -0.538 -0.594
O 0.844 1.612 -0.042 -0.490
H -2.834 -0.316 -0.346 0.219
H 1.804 -1.428 0.924 0.197
H -2.015 1.371 -0.222 0.277

10
Properties=species:S:1:pos:R:3:mulliken_charge:R:1 method="wB97M-V/def2-TZVPD" multiplicity=1 relative_energy_kcal_mol=19.2 homo_lumo_gap_ev=9.5 energy_ev=-6728.742 smiles="N/C=C/C=O"
N 1.134 1.548 -1.161 -0.483
O -1.499 -1.426 0.331 -0.554
H 1.170 0.315 1.309 0.256
H 1.686 2.234 -0.535 0.255
H -0.445 0.234 -1.253 0.321
H -0.279 -1.575 1.960 0.294
C 0.364 0.028 0.625 -0.523
H 0.774 2.035 -2.014 0.254
C 0.332 0.594 -0.604 0.136
C -0.505 -1.068 0.981 0.043

10
Properties=species:S:1:pos:R:3:mulliken_charge:R:1 method="wB97M-V/def2-TZVPD" multiplicity=1 relative_energy_kcal_mol=60.4 homo_lumo_gap_ev=10.0 energy_ev=-6726.951
H -2.540 1.234 -0.230 0.219
H 2.338 -1.026 0.905 0.250
C 1.174 -0.394 -0.446 0.474
N 1.361 -0.923 0.766 -0.361
C -0.794 0.253 -0.698 -0.352
H -0.981 -0.047 -1.687 0.298
O 2.005 -0.090 -1.250 -0.506
H 0.580 -1.150 1.299 0.228
H -1.555 1.254 1.157 0.308
C -1.588 0.888 0.184 -0.559

10
Properties=species:S:1:pos:R:3:mulliken_charge:R:1 method="wB97M-V/def2-TZVPD" multiplicity=1 relative_energy_kcal_mol=85.8 homo_lumo_gap_ev=8.6 energy_ev=-6725.852
H -1.897 0.828 0.480 0.332
H 1.806 -0.997 -0.501 0.362
C 0.047 0.168 0.578 -0.158
C -1.297 0.085 -0.064 -0.895
O 0.912 -1.279 -0.241 -0.553
H -1.344 0.319 -1.135 0.304
H -1.762 -0.888 0.121 0.283
H 0.976 -1.531 0.696 0.469
C 0.898 1.222 0.150 0.274
N 1.661 2.073 -0.085 -0.418